{"formula": "C14H36AlNO2", "method": "ωB97M-V/def2-TZVPD", "orbital_gap_ev": 4.2, "symbols": ["C", "C", "C", "C", "C", "C", "C", "C", "C", "Al", "O", "H", "H", "H", "H", "H", "H", "H", "H", "H", "H", "H", "H", "H", "H", "H", "H", "H", "H", "H", "H", "H", "H", "C", "N", "C", "C", "C", "C", "O", "H", "H", "H", "H", "H", "H", "H", "H", "H", "H", "H", "H", "H", "H"], "positions_angstrom": [[0.48, -1.32, 2.09], [0.14, -1.16, 0.61], [-1.17, -0.41, 0.31], [-1.54, 0.70, 1.31], [-2.38, 1.82, 0.69], [-3.90, 1.71, 0.94], [-4.37, 0.28, 1.25], [-5.76, -0.01, 0.68], [-6.39, -1.23, 1.36], [-5.65, -2.96, 0.57], [-3.83, -2.90, 0.84], [-0.36, -1.76, 2.62], [0.75, -0.36, 2.51], [1.35, -1.96, 2.18], [0.96, -0.69, 0.07], [0.04, -2.16, 0.18], [-1.05, 0.09, -0.65], [-1.97, -1.14, 0.19], [-2.02, 0.29, 2.19], [-0.61, 1.14, 1.65], [-2.21, 1.90, -0.38], [-2.03, 2.76, 1.11], [-4.41, 2.02, 0.04], [-4.23, 2.40, 1.71], [-3.70, -0.46, 0.84], [-4.46, 0.16, 2.33], [-5.65, -0.19, -0.38], [-6.38, 0.89, 0.82], [-7.46, -1.22, 1.15], [-6.28, -1.19, 2.44], [-6.29, -4.25, 1.31], [-6.00, -3.00, -1.01], [-3.74, -2.53, 1.74], [4.46, 0.12, -0.15], [5.25, 0.43, -1.39], [6.23, -0.67, -1.60], [5.98, 1.72, -1.20], [4.38, 0.49, -2.63], [3.33, 1.57, -2.69], [2.43, 1.40, -1.62], [5.17, -0.17, 0.63], [3.91, 0.99, 0.17], [3.78, -0.71, -0.36], [6.88, -0.72, -0.73], [6.82, -0.46, -2.49], [5.69, -1.60, -1.71], [5.27, 2.51, -0.99], [6.55, 1.94, -2.10], [6.65, 1.60, -0.35], [3.91, -0.49, -2.70], [5.06, 0.61, -3.47], [2.81, 1.46, -3.65], [3.78, 2.57, -2.68], [1.81, 2.14, -1.60]]}

***

{"formula": "C14H36BInN2O3", "method": "ωB97M-V/def2-TZVPD", "e_above_lowest_ev": 0.000, "orbital_gap_ev": 5.7, "symbols": ["C", "C", "B", "O", "In", "C", "C", "O", "N", "C", "C", "H", "H", "H", "H", "H", "H", "H", "H", "H", "H", "H", "H", "H", "H", "H", "H", "C", "C", "N", "C", "C", "C", "C", "C", "O", "C", "H", "H", "H", "H", "H", "H", "H", "H", "H", "H", "H", "H", "H", "H", "H", "H", "H", "H", "H", "H"], "positions_angstrom": [[-5.01, 4.61, -2.42], [-4.88, 3.23, -1.74], [-4.03, 2.16, -2.57], [-4.39, 1.99, -3.88], [-2.33, 0.92, -1.65], [-1.56, -0.76, -2.94], [-0.47, -0.30, -3.81], [-0.63, 0.38, -4.80], [0.87, -0.72, -3.46], [1.27, -0.36, -2.11], [1.89, -0.40, -4.45], [-6.02, 5.03, -2.33], [-4.32, 5.34, -1.98], [-4.78, 4.57, -3.49], [-4.47, 3.36, -0.73], [-5.88, 2.79, -1.62], [-5.18, 2.49, -4.13], [-0.91, 1.94, -1.27], [-2.90, 0.18, -0.10], [-2.38, -1.10, -3.57], [-1.24, -1.58, -2.28], [2.19, -0.91, -1.85], [0.48, -0.63, -1.41], [1.45, 0.72, -2.01], [2.45, -1.30, -4.74], [1.42, 0.03, -5.33], [2.62, 0.33, -4.05], [0.75, -2.52, 0.78], [1.53, -2.40, 2.07], [2.53, -1.26, 2.14], [3.53, -1.45, 1.04], [3.31, -1.37, 3.44], [2.55, -1.20, 4.74], [1.96, 0.14, 1.93], [0.75, 0.58, 2.73], [-0.30, -0.24, 2.35], [-1.44, -0.30, 3.19], [1.37, -2.80, -0.07], [0.02, -3.32, 0.91], [0.19, -1.62, 0.55], [2.13, -3.29, 2.24], [0.85, -2.28, 2.91], [3.94, -2.46, 1.12], [4.32, -0.71, 1.15], [3.04, -1.32, 0.08], [4.11, -0.64, 3.37], [3.76, -2.36, 3.40], [2.42, -0.15, 5.01], [3.14, -1.66, 5.53], [1.57, -1.68, 4.74], [1.69, 0.20, 0.88], [2.80, 0.81, 2.11], [0.57, 1.61, 2.39], [0.90, 0.62, 3.81], [-1.52, 0.60, 3.80], [-1.39, -1.18, 3.84], [-2.31, -0.37, 2.54]]}

***

{"formula": "C14H37BNO2P2S", "method": "ωB97M-V/def2-TZVPD", "total_charge": -1, "orbital_gap_ev": 6.5, "symbols": ["C", "P", "O", "C", "P", "S", "B", "N", "O", "H", "H", "H", "H", "H", "H", "H", "H", "H", "C", "C", "C", "C", "C", "C", "H", "H", "H", "H", "H", "H", "H", "H", "H", "H", "H", "H", "H", "H", "C", "C", "C", "C", "C", "C", "H", "H", "H", "H", "H", "H", "H", "H", "H", "H", "H", "H", "H", "H"], "positions_angstrom": [[-0.67, -1.75, -0.63], [-0.22, -1.16, -2.34], [-1.71, -0.52, -2.81], [0.94, 0.14, -1.99], [1.85, 0.38, -3.46], [1.51, 1.99, -4.54], [0.23, 1.44, -1.51], [-0.83, 2.19, -2.21], [0.59, 1.93, -0.22], [-0.10, -1.25, 0.14], [-0.46, -2.81, -0.53], [-1.72, -1.62, -0.41], [-2.37, -1.22, -2.76], [3.20, 0.42, -3.04], [1.80, -0.77, -4.27], [-1.53, 2.49, -1.55], [-0.41, 3.03, -2.59], [0.46, 1.19, 0.39], [-3.26, -2.13, 2.58], [-3.16, -3.48, 1.87], [-4.19, -3.66, 0.76], [-5.65, -3.63, 1.22], [-6.01, -4.67, 2.28], [-5.84, -6.11, 1.80], [-4.22, -2.01, 3.08], [-2.48, -2.04, 3.34], [-3.13, -1.31, 1.87], [-3.24, -4.29, 2.60], [-2.16, -3.57, 1.43], [-3.99, -4.60, 0.24], [-4.04, -2.87, 0.01], [-6.29, -3.77, 0.35], [-5.88, -2.63, 1.61], [-7.05, -4.51, 2.57], [-5.42, -4.51, 3.18], [-6.45, -6.30, 0.92], [-6.14, -6.81, 2.58], [-4.80, -6.32, 1.55], [6.92, 3.22, 0.61], [5.87, 4.31, 0.78], [4.48, 3.76, 1.09], [3.87, 2.87, 0.01], [3.75, 3.52, -1.37], [2.82, 4.74, -1.38], [6.69, 2.56, -0.23], [7.91, 3.65, 0.41], [7.00, 2.61, 1.51], [5.83, 4.93, -0.12], [6.18, 4.97, 1.59], [3.80, 4.60, 1.29], [4.52, 3.19, 2.02], [2.88, 2.54, 0.33], [4.47, 1.95, -0.09], [3.35, 2.78, -2.07], [4.73, 3.81, -1.75], [1.82, 4.46, -1.04], [2.74, 5.14, -2.39], [3.19, 5.53, -0.73]]}

***

{"formula": "C14H37N3O2RuS2", "method": "ωB97M-V/def2-TZVPD", "e_above_lowest_ev": 0.078, "spin_multiplicity": 2, "s2": 0.756, "total_charge": 3, "orbital_gap_ev": [9.2, 7.6], "symbols": ["Ru", "N", "C", "C", "N", "C", "C", "N", "H", "H", "H", "H", "H", "H", "H", "H", "H", "H", "H", "H", "H", "C", "C", "S", "O", "C", "C", "H", "H", "H", "H", "H", "H", "H", "H", "H", "H", "C", "C", "C", "S", "O", "C", "C", "C", "H", "H", "H", "H", "H", "H", "H", "H", "H", "H", "H", "H", "H", "H"], "positions_angstrom": [[0.28, 0.97, -0.40], [-1.76, 1.38, -0.58], [-1.87, 2.84, -0.82], [-1.04, 3.14, -2.05], [0.30, 2.46, -1.93], [1.46, 3.35, -1.59], [2.23, 2.69, -0.45], [2.39, 1.26, -0.77], [-2.36, 1.07, 0.19], [-2.07, 0.87, -1.41], [-2.91, 3.15, -0.97], [-1.49, 3.36, 0.06], [-1.52, 2.76, -2.95], [-0.90, 4.22, -2.19], [0.49, 2.03, -2.84], [2.11, 3.50, -2.45], [1.10, 4.32, -1.26], [3.14, 3.21, -0.18], [1.24, 3.33, 1.24], [2.74, 1.12, -1.72], [3.03, 0.80, -0.13], [-2.71, -2.45, -1.50], [-1.47, -2.75, -2.33], [0.01, -2.07, -1.59], [-0.18, -0.52, -1.74], [1.21, -2.48, -2.87], [2.64, -2.33, -2.38], [-3.59, -2.85, -2.02], [-2.87, -1.38, -1.38], [-2.67, -2.92, -0.52], [-1.54, -2.36, -3.34], [-1.28, -3.82, -2.37], [0.97, -1.82, -3.71], [0.99, -3.50, -3.17], [2.85, -1.31, -2.05], [3.33, -2.56, -3.19], [2.85, -3.01, -1.56], [-2.49, 0.70, 3.08], [-1.22, 1.53, 3.11], [0.06, 0.71, 3.06], [0.22, -0.26, 1.52], [1.34, 2.55, 0.68], [-0.28, -1.98, 1.91], [0.92, -2.90, 2.01], [1.81, -2.60, 3.21], [-3.38, 1.33, 3.15], [-2.53, 0.00, 3.92], [-2.58, 0.09, 2.17], [-1.19, 2.11, 4.04], [-1.22, 2.27, 2.30], [0.10, -0.03, 3.85], [0.96, 1.31, 3.13], [-1.00, -2.28, 1.15], [-0.80, -1.88, 2.86], [1.50, -2.86, 1.08], [0.52, -3.92, 2.08], [2.24, -1.59, 3.16], [2.64, -3.30, 3.26], [1.26, -2.69, 4.15]]}